Computed, not measured: C7H9N3O3S2 in the gas phase at a distorted geometry, with wB97M-V/def2-TZVPD.

Structure (XYZ):
```
24
Properties=species:S:1:pos:R:3:lowdin_charge:R:1
C 2.998 -1.031 -1.953 -0.26
C 0.573 0.074 -2.097 -0.11
C 1.720 -0.530 -1.804 -0.05
C -1.683 0.617 -1.259 -0.63
C 1.347 -1.247 0.216 -0.51
C -3.732 0.937 0.004 -0.04
C 1.673 -0.146 2.794 -0.18
N 4.027 -1.566 -1.938 0.16
N -0.517 -0.176 -1.288 -0.27
N -2.517 0.195 -0.339 0.01
O -1.747 1.524 -2.042 0.10
O 0.512 1.119 0.919 -0.34
O 2.946 0.814 0.566 -0.29
S -0.296 -1.592 -0.231 1.00
S 1.697 0.307 1.049 0.53
H 0.534 0.710 -3.040 0.18
H 2.014 -2.087 0.373 0.08
H -3.729 0.986 1.065 0.07
H -3.639 1.936 -0.379 0.08
H -4.681 0.536 -0.354 0.09
H 1.662 0.830 3.471 0.11
H 0.591 -0.593 3.049 0.10
H 2.425 -1.001 2.956 0.08
H -2.178 -0.614 0.260 0.08
```

The HOMO-LUMO gap comes out at 8.219 eV. The calculation puts the total energy at -1458.34102 hartree. The energy above the lowest of the compared OMol25 structures with the same formula, charge and spin is 67.40 kcal per mole. As for the maximum force: 3.872 eV/A. The calculation puts the LUMO energy at -0.9 eV. The calculation puts the molar mass at 247.30 Da.